[1]
The following is a DFT calculation (ωB97M-V with the def2-TZVPD basis set) of C33H49As3IN4S3Tl as an isolated structure.

```
94
Properties=species:S:1:pos:R:3
C 0.3641 -3.3146 -0.2370
C -0.1467 -5.0042 1.9434
H 1.9537 4.4196 2.4814
H -6.1616 4.2654 2.2241
C 4.6111 0.8494 -0.7975
N 2.3272 0.1833 -1.3379
C -4.0179 -0.2129 3.7454
C -0.4934 2.8825 -2.4639
H -1.1771 -2.7391 -2.3438
H -1.8553 5.9397 0.7767
C 2.2041 1.3938 -2.1672
H -0.3503 -5.6387 2.7963
C -3.0050 0.4562 -5.2435
H -4.2038 3.9734 3.9940
H 1.7961 -4.7944 -0.8210
C -2.1481 2.5373 4.7166
N 0.6432 -2.4384 -1.3501
C 3.3997 0.2940 -0.3893
C -3.2652 1.1138 -2.9826
H 1.2316 1.4196 -2.6472
C -0.9439 3.7001 2.8564
H -3.1139 2.2123 5.1097
H 0.1766 -2.2704 -3.3917
H 2.6883 3.1271 1.5050
H 1.3910 4.1175 0.8199
H 0.0785 -3.9264 -2.7632
Tl -0.2064 0.0896 0.0601
H -2.6696 4.4408 0.2695
C 1.0580 -4.5197 -0.0778
H 1.8788 -0.7833 -3.1108
H 6.3062 0.8622 2.1193
H -5.0809 3.5970 0.9794
S 1.8124 -0.8296 1.6693
H -5.2641 -1.5091 1.3675
As -2.4444 0.2679 2.6575
C 2.4725 -0.9809 -2.2146
H 3.5214 -1.0858 -2.5247
C 4.3115 0.1459 1.8369
H -5.9682 5.0939 0.6775
I -4.3018 2.1992 -1.5118
H -5.2065 -0.9047 -0.3092
H 2.3333 1.8245 3.9986
H -4.2482 -1.2705 3.6284
As 0.4476 2.3593 2.4062
H -4.0023 2.2376 2.3061
H 2.4204 -3.0810 -2.3330
C 5.6630 1.0391 0.0785
N -2.1796 0.4779 -2.5951
H -4.6485 1.6586 -4.5406
H -0.5315 4.3765 3.6121
As -3.9879 5.6176 2.1638
H -2.8362 5.0166 4.2858
C -5.4464 4.5144 1.4401
H 1.2918 3.0857 4.6996
C -2.9134 2.1627 2.3089
H 4.1758 -0.1294 2.8760
H -0.5638 -0.6353 -3.1904
C -1.8350 -0.1837 -4.8680
H -1.6275 -3.5665 2.5048
C -3.2848 4.3572 3.5370
H -2.5664 2.4004 1.2999
H -1.2180 -0.6922 -5.5961
H -5.2825 0.2543 1.0324
C 1.7580 3.6511 1.7313
H -4.8941 0.3754 3.4767
H 2.6100 -2.4603 -0.6798
H -3.3411 0.4381 -6.2720
C -0.5749 -3.0062 0.7178
H 2.2961 2.2755 -1.5381
C 0.8187 -5.3526 1.0051
H 0.8019 1.3736 4.7482
C -1.4680 -0.1460 -3.5371
C -0.8626 -3.8244 1.7807
H -1.4756 1.6763 4.6901
C 2.0777 -2.3151 -1.6204
H 2.9629 1.4463 -2.9580
C 5.5036 0.6966 1.4121
N -0.4691 2.9216 -3.6232
H 6.5961 1.4529 -0.2810
H -1.0705 4.2689 1.9347
C -2.8203 5.4687 0.5960
H 1.3837 -6.2697 1.1099
C -0.1110 -2.8695 -2.5261
C -3.7416 1.1308 -4.2854
C -2.3135 3.1774 3.3258
C 3.2389 -0.0834 0.9587
H -1.7305 3.2590 5.4219
C -4.9035 -0.7152 0.7188
H -3.7748 -0.0326 4.7916
H -3.3117 6.0153 -0.2104
S -3.0758 -0.7211 0.7155
S -0.5377 2.8481 -0.8014
C 1.3024 2.1397 4.1577
H 4.7417 1.1257 -1.8365
```

Summary:
- Lowest unoccupied orbital energy (alpha / beta): -0.826 / -2.230 eV
- Gap between HOMO and LUMO (alpha / beta): 6.56 / 5.17 eV

Atom charges from the Mulliken analysis, given in e for atoms 1 to 6: atom 1 (C): -0.48, atom 2 (C): -0.57, atom 3 (H): 0.43, atom 4 (H): 0.36, atom 5 (C): -0.27, atom 6 (N): 1.81



[2]
The following is a DFT calculation (ωB97M-V with the def2-TZVPD basis set) of C3H6HgMgO4 as an isolated structure at a distorted geometry.

```
15
Properties=species:S:1:pos:R:3
H -1.6225 -1.3522 -3.0382
Hg 5.3431 1.0707 2.4786
O 3.1780 0.5381 1.0877
O -1.6691 0.5614 0.6514
O -1.6215 -0.2397 -1.3523
C -1.0462 0.2935 1.9206
C -0.8746 -0.9108 -2.3766
H -0.2527 -0.1943 -2.9260
H -1.8606 0.2764 2.6561
O 0.2391 0.6228 -0.4707
C -0.9675 0.3853 -0.4229
H -0.1670 1.0237 2.0605
H -0.5890 -0.6935 2.0528
Mg 2.1464 0.2991 -0.3940
H -0.2360 -1.6805 -1.9269
```

Summary:
- Expectation value of S²: 0.77
- Lowest unoccupied orbital energy (alpha / beta): -5.015 / -5.516 eV
- Spin multiplicity: 2
- Total charge: +1
- Gap between HOMO and LUMO (alpha / beta): 6.98 / 6.31 eV

Atom charges from the Mulliken analysis, given in e for atoms 1 to 6: atom 1 (H): 0.24, atom 2 (Hg): 0.34, atom 3 (O): -0.67, atom 4 (O): -0.29, atom 5 (O): -0.28, atom 6 (C): -0.63



Number 1: total energy -9877.800484 Ha. Number 2: total energy -772.089992 Ha.